Entry from the Open Molecules 2025 dataset: a structure of composition C24H48AsCl8F6O7V in a non-equilibrium geometry (wB97M-V/def2-TZVPD).

```
95
C24H48AsCl8F6O7V | the Open Molecules 2025 dataset | wB97M-V/def2-TZVPD
O -1.52 -3.10 -2.12
V -2.17 -1.60 -1.97
O -3.67 -1.75 -2.57
As 1.36 -0.29 -0.43
F -0.23 -0.41 -1.20
F 0.73 -1.22 0.91
F 2.90 -0.23 0.40
F 1.89 0.59 -1.85
F 0.90 1.24 0.31
F 1.80 -1.82 -1.13
C -2.98 -1.50 2.27
C -1.83 -2.43 2.12
C -2.02 -2.81 0.64
O -2.26 -1.58 0.02
C -3.04 -0.74 0.91
H -2.81 -0.84 3.11
H -3.92 -2.06 2.55
H -1.85 -3.31 2.78
H -0.86 -1.95 2.18
H -2.94 -3.39 0.45
H -1.09 -3.30 0.22
H -4.02 -0.69 0.56
H -2.44 0.17 0.85
C -4.00 2.55 -0.78
C -2.67 3.06 -1.43
C -1.77 1.87 -1.44
O -2.71 0.79 -1.67
C -4.10 1.24 -1.52
H -4.80 3.22 -0.99
H -3.74 2.44 0.28
H -2.25 3.96 -0.90
H -2.85 3.42 -2.48
H -1.18 1.67 -0.56
H -1.10 1.90 -2.26
H -4.61 0.44 -0.95
H -4.59 1.43 -2.47
C 4.98 0.37 -3.73
C 4.82 -1.09 -4.21
C 3.62 -0.97 -5.20
O 3.77 0.28 -5.75
C 4.19 1.21 -4.77
H 6.07 0.68 -3.77
H 4.65 0.47 -2.69
H 4.72 -1.81 -3.35
H 5.74 -1.43 -4.79
H 2.63 -1.04 -4.70
H 3.68 -1.75 -5.92
H 3.35 1.83 -4.40
H 4.86 1.90 -5.30
C -1.10 -0.24 -5.89
C -0.25 -1.48 -5.54
C 0.01 -1.26 -4.06
O -1.30 -0.77 -3.58
C -2.08 -0.19 -4.66
H -1.48 -0.30 -6.89
H -0.42 0.59 -5.84
H 0.66 -1.69 -6.14
H -0.87 -2.40 -5.71
H 0.82 -0.48 -3.86
H 0.10 -2.25 -3.51
H -2.29 0.86 -4.38
H -2.93 -0.80 -4.78
C -0.63 1.43 7.29
C -2.16 1.87 7.16
C -2.85 0.56 7.38
O -2.10 -0.15 8.36
C -0.73 0.06 7.95
H -0.02 2.18 7.85
H -0.11 1.37 6.25
H -2.31 2.28 6.16
H -2.48 2.60 7.89
H -2.95 -0.03 6.41
H -3.90 0.73 7.72
H -0.47 -0.81 7.40
H -0.19 -0.02 8.89
C 4.19 2.64 -0.51
Cl 4.45 2.96 1.16
Cl 4.82 3.88 -1.52
H 4.63 1.69 -0.81
H 3.11 2.69 -0.72
C 2.44 -1.08 3.73
Cl 1.07 -1.35 4.84
Cl 3.86 -0.58 4.59
H 2.60 -2.01 3.16
H 2.11 -0.35 3.05
C 4.14 -4.37 0.48
Cl 5.54 -4.21 1.46
Cl 2.73 -4.78 1.41
H 3.94 -3.44 -0.02
H 4.18 -5.14 -0.24
C -1.67 3.69 3.09
Cl -1.84 1.99 2.65
Cl -2.31 4.80 1.91
H -2.04 3.92 4.07
H -0.53 3.82 3.06
```

Output
Kohn-Sham gap, eV: 9.22
Max |F|, eV Å⁻¹: 3.11
Energy, a.u.: -8930.519700
Spin multiplicity: 1

Atom charges from the Mulliken analysis, given in e for atoms 1 to 2: number 1, O, carries -0.688; number 2, V, carries 0.992